# 1
{"formula": "C23H27F7NO18", "method": "the ωB97M-V functional and the def2-TZVPD basis", "e_above_lowest_ev": 0.000, "largest_force_ha_per_bohr": 0.0077, "homo_lumo_gap_ev": 4.0, "charge": -1, "species": ["C", "C", "C", "N", "C", "C", "F", "H", "H", "H", "H", "H", "H", "H", "H", "H", "C", "C", "O", "C", "O", "O", "F", "H", "H", "H", "C", "C", "O", "C", "O", "O", "F", "H", "H", "H", "C", "C", "O", "C", "O", "O", "F", "H", "H", "H", "C", "C", "O", "C", "O", "O", "F", "H", "H", "H", "C", "C", "O", "C", "O", "O", "F", "H", "H", "H", "C", "C", "O", "C", "O", "O", "F", "H", "H", "H"], "xyz": [[-0.365118, 1.505141, -0.132708], [-1.176060, 0.453883, -0.004369], [-1.296549, -0.418348, 1.225650], [-0.720355, -1.723556, 1.077546], [0.698319, -1.655417, 0.947101], [1.392361, -1.301859, 2.260181], [2.742118, -0.838543, 2.040738], [0.369026, 1.738087, 0.634697], [-0.392023, 2.156640, -1.001500], [-1.762408, 0.149431, -0.867634], [-0.924996, 0.210593, 2.077583], [-2.371147, -0.555028, 1.413443], [1.093896, -0.926405, 0.195065], [1.082054, -2.637708, 0.639598], [0.885614, -0.498015, 2.789037], [1.498397, -2.169908, 2.909130], [5.436345, -0.894069, 0.683558], [5.354725, 0.105946, -0.453088], [6.665868, 0.054548, -0.998786], [7.215432, -1.149540, -0.691704], [8.218204, -1.572494, -1.168261], [6.457840, -1.789234, 0.220338], [5.110785, 1.367037, -0.030882], [5.779519, -0.392616, 1.590111], [4.508837, -1.422222, 0.876297], [4.635610, -0.148369, -1.232704], [3.791040, -4.856769, 4.201474], [3.746107, -4.316369, 2.783753], [2.439766, -4.626350, 2.383698], [1.644872, -4.693403, 3.496842], [0.468767, -4.654871, 3.482991], [2.431463, -4.747869, 4.610414], [4.637586, -4.947271, 1.972356], [4.092726, -5.906463, 4.187619], [4.432490, -4.291961, 4.871060], [3.901116, -3.238540, 2.691515], [-5.042515, 2.419844, -0.176618], [-5.336786, 3.481455, -1.222139], [-4.198930, 3.409116, -2.051893], [-3.666870, 2.155989, -1.937490], [-2.828655, 1.716660, -2.651254], [-4.237121, 1.502330, -0.911639], [-5.411253, 4.728935, -0.683340], [-4.456756, 2.846636, 0.639562], [-5.921730, 1.912534, 0.207288], [-6.234273, 3.313384, -1.820236], [-6.952103, 7.572445, -2.819079], [-7.979479, 8.245648, -1.927475], [-9.100286, 7.401773, -2.061777], [-8.662479, 6.152637, -2.408913], [-9.325259, 5.174009, -2.370743], [-7.363214, 6.210015, -2.771288], [-8.300000, 9.492635, -2.354915], [-7.044308, 7.946182, -3.840636], [-5.927251, 7.660270, -2.472146], [-7.702343, 8.305051, -0.873120], [-4.067363, 1.928997, -5.577632], [-3.779582, 2.570834, -6.919821], [-5.059408, 3.002045, -7.339481], [-5.837631, 3.179524, -6.233236], [-6.883350, 3.738146, -6.232480], [-5.233021, 2.647367, -5.152148], [-3.284769, 1.695061, -7.827799], [-4.321433, 0.876376, -5.715035], [-3.278521, 2.030002, -4.840028], [-3.114788, 3.435938, -6.878929], [8.796412, -6.475647, 4.544801], [7.479952, -6.043310, 5.166011], [6.607747, -7.075307, 4.767370], [7.339263, -8.207239, 4.550714], [6.887342, -9.291778, 4.425842], [8.657884, -7.895943, 4.513851], [7.035272, -4.863030, 4.673025], [8.864589, -6.086610, 3.527301], [9.675995, -6.203613, 5.119357], [7.484794, -5.977472, 6.256011]], "atomic_forces_ev_per_a": [[0.0, 0.0, 0.1], [0.0, 0.1, 0.0], [0.1, 0.0, -0.1], [0.1, 0.1, 0.1], [0.1, 0.0, -0.1], [0.0, -0.1, -0.1], [0.2, 0.0, 0.1], [-0.2, 0.2, 0.2], [0.2, -0.2, -0.2], [-0.2, 0.0, 0.1], [0.0, -0.1, 0.0], [0.0, 0.1, 0.1], [0.0, 0.0, 0.0], [0.0, 0.0, -0.1], [0.0, 0.0, 0.0], [-0.1, 0.0, 0.1], [-0.1, 0.1, 0.0], [0.0, -0.1, 0.0], [-0.1, -0.1, -0.2], [0.1, 0.0, 0.1], [0.0, 0.0, 0.1], [0.1, 0.0, 0.0], [0.1, 0.0, 0.1], [-0.1, 0.0, 0.0], [0.0, -0.1, -0.1], [-0.1, 0.1, 0.0], [0.1, 0.0, 0.0], [0.1, 0.1, 0.1], [-0.1, 0.0, 0.0], [0.2, 0.3, -0.2], [0.0, -0.3, 0.2], [-0.1, 0.0, 0.0], [0.0, -0.1, 0.0], [0.1, 0.0, 0.0], [-0.1, 0.1, 0.0], [0.1, 0.0, 0.0], [-0.1, 0.1, 0.0], [0.0, 0.0, 0.0], [-0.1, -0.1, -0.2], [0.2, 0.0, 0.2], [-0.1, 0.1, -0.2], [0.0, -0.1, -0.1], [0.1, 0.0, 0.1], [0.0, 0.0, 0.0], [0.0, -0.1, -0.1], [0.0, 0.1, 0.0], [0.0, 0.1, 0.0], [0.0, -0.1, 0.0], [0.0, -0.1, 0.2], [0.0, 0.1, 0.0], [0.0, 0.0, 0.0], [0.0, -0.2, 0.0], [0.0, 0.0, -0.1], [0.0, 0.0, 0.0], [0.0, -0.1, 0.1], [0.0, 0.1, 0.0], [0.1, -0.1, -0.1], [0.0, 0.1, 0.1], [0.0, 0.2, 0.0], [0.0, 0.0, 0.0], [0.0, -0.1, 0.0], [-0.1, 0.0, 0.0], [-0.1, -0.1, 0.0], [0.0, 0.0, 0.0], [0.0, 0.1, 0.0], [0.1, -0.1, 0.0], [0.0, 0.1, 0.0], [0.1, -0.1, 0.0], [-0.1, -0.1, 0.2], [0.0, 0.1, -0.1], [0.0, 0.0, 0.0], [0.0, -0.1, 0.0], [0.0, 0.0, -0.1], [0.0, 0.0, 0.0], [0.0, -0.1, 0.0], [0.0, 0.1, 0.0]]}

# 2
{"formula": "C23H27N3O6S", "method": "the ωB97M-V functional and the def2-TZVPD basis", "e_above_lowest_ev": 0.113, "largest_force_ha_per_bohr": 0.0202, "homo_lumo_gap_ev": 7.8, "species": ["C", "C", "O", "N", "C", "C", "C", "C", "N", "C", "O", "C", "C", "O", "C", "O", "C", "C", "C", "C", "C", "S", "O", "O", "N", "C", "C", "C", "C", "C", "C", "C", "C", "H", "H", "H", "H", "H", "H", "H", "H", "H", "H", "H", "H", "H", "H", "H", "H", "H", "H", "H", "H", "H", "H", "H", "H", "H", "H", "H"], "xyz": [[9.979726, 1.996734, 1.290644], [8.686168, 1.792568, 0.526093], [8.373840, 2.455308, -0.435612], [7.933534, 0.782080, 1.052161], [6.692849, 0.292467, 0.631582], [6.003874, 0.811746, -0.461549], [4.784255, 0.277163, -0.821616], [4.224566, -0.780220, -0.107461], [2.988668, -1.273332, -0.543297], [2.233238, -2.252691, 0.000820], [2.512360, -2.914977, 0.973836], [0.917108, -2.478997, -0.788814], [0.220528, -3.743806, -0.318322], [0.009417, -1.385891, -0.577231], [0.106624, -0.310088, -1.345558], [0.982484, -0.143534, -2.170289], [-0.978779, 0.669828, -1.097630], [-0.948914, 1.883778, -1.781747], [-1.947269, 2.822441, -1.587392], [-2.987796, 2.549440, -0.713493], [-3.011880, 1.341366, -0.040481], [-4.391348, 1.012073, 1.060844], [-4.155157, -0.245051, 1.714847], [-4.619420, 2.169530, 1.873180], [-5.620936, 0.940872, -0.074629], [-5.665665, -0.303119, -0.815040], [-6.385940, -1.413693, -0.049947], [-7.776166, -0.939655, 0.367364], [-7.653571, 0.343485, 1.186281], [-6.919370, 1.406442, 0.371400], [-2.022175, 0.398413, -0.214140], [4.910710, -1.298972, 0.986253], [6.130561, -0.763441, 1.346201], [10.586423, 1.094322, 1.249486], [10.531614, 2.817499, 0.842449], [9.769883, 2.232975, 2.331817], [8.313095, 0.307413, 1.860017], [6.428372, 1.628198, -1.020414], [4.253289, 0.684275, -1.670078], [2.607864, -0.792667, -1.356049], [1.156242, -2.526751, -1.860622], [0.864358, -4.598972, -0.500136], [-0.720016, -3.874961, -0.846149], [0.029500, -3.673097, 0.748632], [-0.131318, 2.071954, -2.461435], [-1.914564, 3.762797, -2.115694], [-3.781480, 3.256662, -0.533706], [-4.632946, -0.587399, -1.027836], [-6.175580, -0.102210, -1.764052], [-5.800407, -1.655967, 0.837632], [-6.454697, -2.302924, -0.678801], [-8.274227, -1.714031, 0.953012], [-8.381377, -0.746732, -0.522946], [-7.079401, 0.145302, 2.093660], [-8.639034, 0.714832, 1.471529], [-6.739658, 2.300089, 0.969328], [-7.498256, 1.676917, -0.518329], [-2.067748, -0.527567, 0.336841], [4.487621, -2.114809, 1.547232], [6.656327, -1.173406, 2.197360]], "atomic_forces_ev_per_a": [[0.0, 0.2, -0.2], [0.4, -0.1, 0.4], [-0.1, 0.2, -0.3], [0.1, -0.2, 0.3], [-0.4, -0.1, -0.1], [0.1, 0.1, 0.0], [-0.1, -0.2, 0.2], [0.3, 0.1, 0.2], [0.0, 0.3, -0.3], [-0.5, 0.2, -0.5], [0.1, -0.2, 0.3], [0.3, -0.6, -0.1], [0.1, 0.4, 0.0], [-0.2, 0.0, 0.3], [0.2, 0.2, -0.4], [-0.2, 0.0, 0.0], [-0.2, 0.2, 0.0], [0.1, -0.3, 0.1], [-0.1, 0.0, 0.1], [0.1, 0.1, -0.1], [-0.4, -0.2, 0.3], [0.2, 0.2, -0.6], [0.1, -0.1, -0.2], [-0.1, 0.2, -0.1], [0.8, 0.3, 0.6], [0.2, -0.6, -0.1], [-0.1, 0.1, -0.2], [0.2, 0.0, 0.2], [-0.1, 0.0, -0.3], [-0.4, 0.3, 0.6], [0.1, -0.1, 0.0], [-0.1, -0.1, 0.0], [0.1, 0.2, -0.2], [0.1, -0.1, 0.0], [0.0, 0.0, 0.0], [0.0, 0.0, 0.1], [0.0, 0.2, -0.2], [0.0, 0.0, 0.0], [0.0, 0.1, -0.1], [-0.1, -0.3, 0.2], [-0.1, 0.0, 0.2], [0.0, -0.1, 0.0], [-0.1, 0.0, -0.1], [0.0, -0.1, 0.1], [0.0, 0.0, 0.0], [0.0, 0.1, 0.0], [-0.1, 0.2, -0.1], [-0.1, -0.1, -0.2], [0.1, 0.0, 0.0], [0.0, -0.1, -0.1], [0.0, 0.0, 0.0], [-0.1, 0.0, -0.1], [-0.1, 0.0, 0.0], [-0.1, 0.0, 0.1], [0.0, 0.0, 0.1], [-0.2, 0.0, -0.1], [0.1, 0.0, 0.0], [0.0, -0.1, 0.0], [0.0, 0.0, 0.0], [0.1, -0.1, 0.1]]}

# 3
{"formula": "C23H28BrN5O2PS3Zr", "method": "the ωB97M-V functional and the def2-TZVPD basis", "e_above_lowest_ev": 0.000, "largest_force_ha_per_bohr": 0.0448, "homo_lumo_gap_ev": 6.2, "charge": 1, "species": ["Zr", "Br", "C", "C", "C", "C", "O", "C", "C", "N", "C", "C", "C", "C", "C", "C", "C", "C", "N", "C", "C", "H", "H", "H", "H", "H", "H", "H", "H", "H", "H", "S", "C", "S", "S", "C", "N", "C", "P", "O", "N", "C", "C", "N", "C", "C", "H", "H", "H", "H", "H", "H", "H", "H", "H", "H", "H", "H", "H", "H", "H", "H", "H", "H"], "xyz": [[1.148783, -1.189877, 0.563426], [-2.532629, 4.128384, 4.282930], [-1.563933, 2.680780, 3.701183], [-2.010728, 1.406453, 4.082441], [-1.432498, 0.280819, 3.590125], [-0.335684, 0.420077, 2.682595], [0.378785, -0.666709, 2.344039], [0.001399, 1.715891, 2.195867], [1.102678, 1.925154, 1.329453], [1.711674, 1.038744, 0.638195], [2.973868, 1.287738, 0.057392], [3.414189, 2.535101, -0.415519], [4.742043, 2.705474, -0.742103], [5.631523, 1.661976, -0.607531], [5.193770, 0.412556, -0.193374], [6.066478, -0.680504, -0.071182], [5.617492, -1.849545, 0.455643], [4.285093, -1.925655, 0.873616], [3.424415, -0.948612, 0.691156], [3.866699, 0.219824, 0.139704], [-0.586080, 2.846407, 2.752004], [-2.781253, 1.340898, 4.835517], [-1.692997, -0.703349, 3.932368], [1.540566, 2.916332, 1.337102], [2.670437, 3.328530, -0.481340], [5.107227, 3.699234, -1.026930], [6.669793, 1.741084, -0.833592], [7.133411, -0.605476, -0.367290], [6.245948, -2.738940, 0.539216], [3.934654, -2.830064, 1.318579], [-0.307550, 3.865657, 2.475447], [1.370553, -4.973894, -1.800614], [1.527871, -3.572714, -0.964918], [1.380843, -3.597263, 0.830209], [1.804055, -2.030942, -1.783486], [-4.513662, -0.343343, -0.195869], [-3.170573, -0.744407, 0.162594], [-3.101727, -1.751292, 1.233475], [-2.034576, -0.471773, -0.959709], [-0.658288, -0.702991, -0.272880], [-2.212388, -1.478979, -2.226206], [-2.820879, -2.782434, -1.998723], [-1.263063, -1.506667, -3.345355], [-2.165962, 1.056983, -1.476694], [-1.862692, 2.191835, -0.630608], [-2.585238, 1.439416, -2.822752], [-5.023334, 0.130206, 0.683034], [-5.147249, -1.221344, -0.432582], [-4.563420, 0.305710, -1.044041], [-3.537956, -1.317498, 2.103651], [-2.067434, -2.090141, 1.493502], [-3.640871, -2.681974, 0.988689], [-3.825111, -2.696920, -1.678241], [-2.290916, -3.378446, -1.233084], [-2.767436, -3.316838, -2.941191], [-0.507336, -0.729969, -3.260817], [-1.773272, -1.411540, -4.308634], [-0.725403, -2.496136, -3.328411], [-1.943005, 1.900718, 0.429862], [-2.611698, 2.961536, -0.850808], [-0.817217, 2.552504, -0.807316], [-2.778774, 0.630418, -3.516786], [-1.803615, 2.064718, -3.318222], [-3.487817, 2.045077, -2.806204]], "atomic_forces_ev_per_a": [[-0.4, -0.3, -0.5], [-0.5, 1.1, 0.6], [-0.1, -0.6, -0.8], [0.0, 0.5, 0.4], [1.7, 0.0, -0.9], [-0.4, -0.6, 0.2], [-0.7, 1.0, 0.2], [0.2, -1.1, 0.4], [0.8, 0.4, -0.1], [0.1, -0.8, -0.3], [0.2, 1.8, -0.3], [-1.7, -1.3, 0.7], [1.3, 0.7, -0.1], [-0.4, 0.6, -0.4], [0.6, -0.1, -0.2], [1.4, -0.6, -0.1], [0.4, -0.4, 0.0], [0.1, 0.2, -0.3], [0.1, -0.3, 0.3], [-0.4, -0.1, 0.6], [-0.7, 0.5, 0.7], [-0.2, 0.0, 0.0], [-0.1, -0.2, 0.1], [-0.1, 0.4, 0.1], [0.4, 0.0, -0.1], [-0.2, -0.5, -0.1], [0.6, 0.4, -0.2], [-0.9, 0.1, 0.1], [-0.2, 0.4, 0.1], [-0.4, -0.4, 0.2], [0.1, -0.4, -0.1], [0.0, 0.4, 0.3], [-0.1, -0.2, -0.5], [-0.1, -0.2, -0.1], [0.0, -0.2, 0.3], [-1.7, -0.7, 1.4], [0.1, -0.4, 0.1], [1.0, -0.8, -0.5], [1.7, -0.6, 0.4], [-1.0, 0.5, -0.1], [0.0, 0.4, -0.3], [0.9, -0.5, 0.3], [0.7, -0.9, 0.0], [-0.2, -0.2, -1.1], [0.5, -0.1, 0.6], [0.7, 0.7, -0.8], [0.5, -0.1, -0.7], [0.3, 0.2, 0.0], [0.2, 0.5, -0.4], [-0.4, 0.3, 0.8], [-0.7, 0.7, -0.5], [-0.1, 0.4, -0.1], [-1.2, 0.1, 0.2], [0.1, 0.1, -0.4], [-0.2, -0.2, 0.0], [0.0, 0.1, 0.0], [-0.1, 0.0, 0.1], [-0.3, 1.0, 0.0], [0.0, 0.2, -0.4], [0.4, 0.1, 0.2], [-0.8, 0.0, 0.0], [0.1, -0.4, 0.4], [-0.4, -0.4, 0.5], [-0.2, 0.1, 0.3]]}